{
  "formula": "C53H37AsF6LuN10Se",
  "method": "wB97M-V/def2-TZVPD",
  "symbols": ["Lu", "C", "C", "C", "C", "C", "N", "C", "C", "C", "C", "C", "C", "C", "C", "N", "C", "N", "C", "N", "C", "N", "C", "N", "C", "N", "C", "C", "C", "C", "C", "C", "C", "C", "C", "C", "C", "C", "C", "C", "N", "H", "H", "H", "H", "H", "H", "H", "H", "H", "H", "H", "H", "H", "H", "H", "H", "F", "As", "F", "F", "F", "F", "F", "Se", "N", "C", "C", "C", "C", "C", "C", "N", "H", "H", "H", "H", "C", "C", "C", "C", "C", "C", "C", "C", "C", "C", "H", "H", "H", "H", "H", "H", "H", "C", "C", "C", "C", "C", "H", "H", "H", "H", "H", "H", "H", "H", "H", "H"],
  "coordinates": [[-0.530337, 0.010130, -0.027035], [0.955009, 2.341770, 6.711660], [2.130086, 1.594864, 6.577614], [2.387348, 0.868085, 5.425319], [1.449760, 0.910463, 4.404991], [1.338898, 0.225613, 3.118566], [2.270697, -0.625234, 2.734848], [2.078853, -1.527280, 1.793894], [3.102047, -2.513062, 1.460675], [4.457615, -2.605510, 1.733511], [5.154522, -3.683733, 1.210843], [4.505666, -4.659810, 0.450375], [3.146285, -4.576772, 0.188279], [2.456508, -3.483977, 0.687166], [1.068075, -3.031650, 0.562877], [0.118458, -3.807776, 0.067080], [-1.149675, -3.426226, 0.065838], [-1.650872, -2.195772, 0.332743], [-3.008730, -2.289692, 0.331786], [-3.904271, -1.345165, 0.570891], [-3.599532, -0.174788, 1.089253], [-2.385340, 0.185778, 1.601537], [-2.576109, 1.317038, 2.325855], [-1.739514, 1.843697, 3.203255], [-0.509017, 1.372623, 3.343745], [0.179178, 0.570276, 2.497306], [0.271102, 1.648167, 4.545799], [0.009273, 2.372624, 5.698289], [-3.943214, 1.801637, 2.164864], [-4.587469, 2.950177, 2.595233], [-5.904879, 3.133784, 2.205059], [-6.554039, 2.191925, 1.401447], [-5.909102, 1.042847, 0.971906], [-4.595140, 0.854469, 1.369325], [-3.416686, -3.648649, 0.012103], [-4.661830, -4.254297, -0.060791], [-4.702304, -5.614056, -0.323442], [-3.522534, -6.344697, -0.504108], [-2.278997, -5.737637, -0.424411], [-2.234847, -4.375466, -0.163626], [0.895880, -1.848429, 1.198738], [0.786381, 2.892174, 7.630028], [2.842999, 1.582700, 7.393827], [3.288757, 0.277530, 5.316929], [4.948772, -1.842239, 2.324168], [6.220217, -3.773935, 1.385256], [5.080990, -5.481612, 0.040297], [2.646422, -5.328500, -0.409177], [-0.909589, 2.936289, 5.800170], [-4.060062, 3.679964, 3.196450], [-6.434305, 4.029513, 2.507665], [-7.575805, 2.378451, 1.091990], [-6.390426, 0.328417, 0.317357], [-5.557683, -3.664895, 0.087777], [-5.655578, -6.126560, -0.380172], [-3.586968, -7.407493, -0.708192], [-1.363857, -6.300209, -0.562637], [-2.253608, -0.679766, -1.744456], [-2.988650, 0.807619, -2.352081], [-3.303210, 0.048597, -3.900039], [-4.553160, 0.290880, -1.830057], [-3.671305, 2.295104, -2.942080], [-2.639440, 1.556343, -0.807535], [-1.429324, 1.267924, -2.930671], [2.303258, -0.950462, -1.467345], [1.922587, 0.308990, -0.232303], [2.884476, 1.241861, -0.320535], [3.050594, 2.293336, 0.595783], [4.020810, 3.239909, 0.366881], [4.849899, 3.168610, -0.769884], [4.741670, 2.133993, -1.665730], [3.779952, 1.120768, -1.455811], [3.606012, 0.063813, -2.251057], [2.388117, 2.356011, 1.449221], [4.136694, 4.062101, 1.062692], [5.585521, 3.946106, -0.941851], [5.367145, 2.088098, -2.548467], [2.109944, 4.763566, -3.610204], [1.860129, 3.396457, -3.824096], [1.230924, 2.654376, -2.861936], [0.773130, 3.207392, -1.641743], [0.048253, 2.421607, -0.675555], [-0.433071, 3.143475, 0.400170], [-0.192658, 4.519101, 0.615898], [0.533635, 5.238158, -0.285018], [1.011760, 4.603905, -1.453951], [1.702368, 5.344793, -2.442744], [2.626603, 5.346330, -4.365512], [2.180200, 2.925607, -4.746671], [1.081232, 1.601476, -3.039228], [-1.059290, 2.658616, 1.138312], [-0.604843, 4.991342, 1.503858], [0.716736, 6.299219, -0.141928], [1.896090, 6.397359, -2.253793], [-0.887312, -2.605747, -3.583356], [0.564635, -2.123587, -3.464538], [1.457856, -3.338184, -3.187519], [0.987032, -1.497415, -4.800800], [0.633183, -1.054259, -2.349594], [-0.980142, -3.338844, -4.393037], [-1.555879, -1.774112, -3.803673], [-1.209245, -3.071596, -2.651000], [2.513688, -3.050080, -3.221762], [1.238875, -3.752365, -2.203555], [1.287644, -4.115829, -3.937355], [0.970044, -2.239796, -5.606065], [1.997947, -1.089512, -4.714445], [0.306884, -0.685545, -5.068709], [0.504558, -0.081599, -2.826073]],
  "forces_ev_per_angstrom": [[1.281, -0.119, 0.840], [-0.030, 0.040, 0.000], [0.048, -0.046, -0.050], [0.175, -0.011, 0.002], [-0.313, 0.149, 0.062], [0.065, 0.221, -0.062], [0.267, -0.050, -0.171], [-0.360, -0.102, 0.449], [-0.052, -0.289, -0.293], [0.027, 0.105, 0.123], [0.036, 0.007, 0.039], [-0.028, -0.017, -0.055], [0.010, -0.074, -0.067], [0.164, 0.179, 0.079], [-0.348, -0.147, 0.529], [0.163, -0.061, -0.218], [0.028, 0.098, 0.047], [-0.256, 0.050, -0.128], [0.115, -0.056, -0.041], [-0.158, 0.193, -0.035], [0.025, -0.511, 0.164], [-0.013, 0.279, -0.480], [0.200, -0.173, 0.377], [-0.213, 0.135, -0.112], [0.096, 0.021, -0.149], [-0.178, -0.165, -0.203], [0.234, -0.170, -0.040], [-0.054, 0.060, 0.092], [-0.214, -0.138, -0.237], [0.021, 0.005, 0.078], [0.065, 0.028, 0.042], [-0.067, -0.034, -0.041], [-0.025, -0.115, -0.007], [0.094, 0.348, 0.193], [0.195, -0.109, 0.060], [-0.056, -0.012, -0.031], [-0.053, 0.081, 0.033], [0.083, -0.084, -0.043], [0.110, -0.051, -0.056], [-0.351, 0.083, 0.066], [0.170, 0.174, -0.466], [-0.032, 0.025, -0.025], [0.016, -0.005, -0.019], [-0.013, 0.001, -0.006], [0.006, -0.003, -0.014], [-0.004, 0.023, 0.010], [-0.008, -0.017, 0.032], [-0.055, 0.030, -0.007], [-0.012, -0.026, -0.021], [-0.020, 0.002, 0.005], [-0.006, -0.004, -0.004], [0.007, -0.005, -0.005], [-0.006, -0.006, 0.018], [-0.016, -0.033, -0.001], [-0.003, 0.017, -0.030], [0.009, 0.008, -0.003], [-0.007, -0.001, 0.027], [-0.010, 0.509, 0.326], [-0.882, 0.796, -1.870], [0.155, -0.052, 0.447], [0.233, 0.001, 0.269], [0.140, -0.232, 0.270], [-0.104, -0.480, -0.158], [-0.111, -0.040, 0.010], [0.219, -0.373, -0.632], [-0.197, 0.078, 0.118], [-0.132, -0.207, 0.059], [0.035, 0.208, 0.073], [-0.154, -0.045, 0.137], [0.108, -0.075, -0.182], [0.160, 0.254, 0.034], [-0.233, -0.258, -0.044], [0.197, 0.128, -0.170], [-0.027, 0.021, -0.020], [-0.009, 0.010, -0.012], [-0.009, 0.009, 0.010], [0.003, -0.054, 0.013], [0.012, 0.104, 0.020], [0.039, -0.096, 0.034], [0.146, -0.098, -0.104], [-0.123, 0.225, 0.019], [-0.441, -0.411, 0.345], [0.145, 0.021, -0.218], [-0.045, 0.036, 0.104], [-0.062, 0.099, 0.138], [0.014, -0.237, -0.047], [0.036, 0.075, -0.042], [-0.004, 0.011, 0.016], [0.013, -0.021, 0.022], [-0.062, 0.017, 0.018], [0.051, 0.065, 0.036], [0.042, 0.043, -0.019], [0.032, -0.011, -0.006], [-0.027, -0.003, -0.022], [0.073, 0.029, -0.073], [-0.173, -0.179, 0.173], [-0.034, 0.219, 0.075], [0.034, -0.019, 0.106], [0.434, 0.375, 0.326], [0.030, -0.015, 0.010], [-0.016, -0.031, 0.031], [-0.048, 0.001, -0.006], [0.026, -0.131, -0.017], [0.025, -0.089, 0.045], [0.003, 0.030, -0.027], [0.000, -0.006, -0.005], [-0.001, 0.013, -0.077], [0.025, 0.025, 0.000], [-0.284, 0.035, 0.216]],
  "e_homo_ev": [-1.54, -1.76],
  "fmax_ev_per_a": 2.215,
  "e_above_lowest_ev": 1.7309,
  "homo_lumo_gap_ha": [0.1741, 0.1828],
  "e_tot_ha": -9061.72331,
  "spin_multiplicity": 2,
  "total_charge": -2
}

{
  "formula": "C53H38Cl3F9GeN8PRbS4",
  "method": "wB97M-V/def2-TZVPD",
  "symbols": ["Rb", "C", "S", "C", "S", "N", "N", "C", "C", "C", "C", "C", "C", "N", "H", "H", "H", "H", "H", "H", "H", "H", "C", "C", "N", "C", "C", "S", "C", "C", "S", "C", "N", "C", "H", "H", "H", "H", "H", "H", "H", "H", "N", "C", "C", "C", "C", "C", "C", "C", "C", "C", "C", "C", "C", "N", "C", "C", "C", "C", "N", "H", "H", "H", "H", "H", "H", "H", "H", "H", "H", "Cl", "Ge", "Cl", "Cl", "F", "C", "F", "F", "C", "C", "C", "C", "C", "C", "P", "C", "C", "C", "C", "C", "C", "C", "F", "F", "F", "C", "C", "C", "C", "C", "C", "C", "F", "F", "F", "H", "H", "H", "H", "H", "H", "H", "H", "H", "H", "H", "H"],
  "coordinates": [[-1.087577, 1.071368, 1.376082], [1.292549, 3.423181, 6.756601], [1.095534, 1.664822, 6.945621], [0.375748, 1.201704, 5.371441], [-0.419486, 2.413958, 4.407662], [0.443550, -0.040017, 5.050502], [-0.258927, -0.439173, 3.909350], [-0.748854, -1.612622, 4.031599], [-1.407829, -2.345859, 2.942656], [-2.368316, -3.360686, 3.272716], [-3.131274, -3.805441, 2.199244], [-2.765832, -3.433283, 0.914372], [-1.762052, -2.564887, 0.651194], [-1.158199, -1.951590, 1.677188], [0.361981, 4.012094, 6.859632], [1.623803, 3.533911, 5.692035], [2.054612, 3.635244, 7.473589], [-0.680534, -2.120997, 4.968957], [-2.524439, -3.632540, 4.368718], [-3.967904, -4.520832, 2.217221], [-3.433390, -3.831304, 0.016704], [-1.543557, -2.273474, -0.380033], [3.664847, 1.992773, 2.019676], [2.768783, 3.205496, 2.261057], [1.615626, 3.351990, 1.693586], [0.995114, 4.522035, 2.104890], [1.770275, 5.383597, 2.805306], [3.261090, 4.602284, 3.168303], [-0.294642, 4.919726, 1.529698], [-0.732627, 6.180689, 1.261972], [-2.364714, 6.137087, 0.744143], [-2.356351, 4.431062, 0.867421], [-1.241386, 3.914807, 1.324355], [-3.559028, 3.600072, 0.458342], [4.368327, 2.197502, 1.234373], [3.042150, 1.181911, 1.682511], [4.250138, 1.726782, 2.888455], [1.364498, 6.326799, 3.185185], [-0.173706, 7.078154, 1.362780], [-3.156362, 3.046918, -0.442918], [-4.400868, 4.253145, 0.147913], [-3.845699, 2.960851, 1.238746], [-6.471894, -3.119847, -7.851711], [-5.908109, -2.585826, -6.991986], [-5.197225, -2.032189, -5.817480], [-5.886877, -1.106973, -5.033794], [-5.367262, -0.675783, -3.826327], [-4.046500, -0.964730, -3.503041], [-3.339032, -1.806554, -4.396965], [-3.911422, -2.373624, -5.496169], [-3.393656, -0.395240, -2.243748], [-4.030411, -0.696453, -1.045696], [-5.144671, -1.532123, -0.850367], [-5.632918, -1.372236, 0.410372], [-4.671437, -0.478711, 1.006814], [-3.747310, -0.048951, 0.176475], [-2.351663, 0.512778, -2.511389], [-1.917801, 1.041571, -3.815870], [-0.871455, 1.954171, -3.481219], [-0.680119, 1.892678, -2.114872], [-1.595730, 1.066522, -1.564337], [-6.864996, -0.767809, -5.287729], [-5.903923, 0.085634, -3.268889], [-2.358670, -2.054456, -4.086069], [-3.397857, -3.219162, -5.917539], [-5.662430, -2.126744, -1.528235], [-6.319829, -2.062619, 0.874773], [-4.654553, -0.175266, 2.036595], [-2.313346, 0.578306, -4.832179], [-0.246589, 2.630357, -4.118322], [-0.176890, 2.632707, -1.479914], [-3.011335, 0.145588, 6.157159], [-2.560938, 2.392437, 6.002287], [-3.745687, 3.206814, 4.281212], [-3.571404, 2.958303, 8.027945], [5.831794, -3.339985, 3.809351], [4.706172, -2.835898, 4.175040], [4.787389, -2.099170, 5.277354], [3.894470, -3.854899, 4.478495], [4.162388, -2.019372, 3.023112], [2.787270, -1.658301, 2.995707], [2.185980, -1.220565, 1.856000], [2.923299, -0.990187, 0.720146], [4.302718, -1.360205, 0.678241], [4.911482, -1.792910, 1.870815], [1.834061, -0.440344, -0.681690], [3.078067, 0.361716, -1.733815], [3.065765, 1.772968, -1.654157], [3.952111, 2.472466, -2.456684], [4.922512, 1.810946, -3.214889], [4.950291, 0.444432, -3.228072], [4.032939, -0.268656, -2.457018], [6.070876, 2.622627, -3.842320], [7.032677, 2.981151, -2.972533], [5.617844, 3.810401, -4.340743], [6.640897, 1.940520, -4.835540], [1.541015, -1.942837, -1.691265], [2.134299, -3.211399, -1.404823], [2.003949, -4.194634, -2.374162], [1.300001, -4.054153, -3.549442], [0.621622, -2.831633, -3.791135], [0.700800, -1.835934, -2.813452], [1.104357, -5.135724, -4.573108], [0.296943, -6.080747, -4.082008], [0.595327, -4.744068, -5.758394], [2.315700, -5.815960, -4.855606], [2.123732, -1.925085, 3.829827], [1.111482, -1.021136, 1.892836], [4.908338, -1.078030, -0.176080], [5.977518, -2.185581, 1.878370], [2.325004, 2.258472, -1.039224], [3.981526, 3.529484, -2.382876], [5.742556, -0.038849, -3.767587], [4.079666, -1.366092, -2.522700], [2.778158, -3.340300, -0.561458], [2.482131, -5.171446, -2.241683], [0.110277, -2.744873, -4.747318], [0.063463, -0.946040, -2.904141]],
  "forces_ev_per_angstrom": [[-0.093, -0.260, -0.189], [-0.586, 0.044, -1.872], [-0.507, -1.084, -0.385], [-0.059, 0.004, -0.330], [-0.552, 0.223, 0.439], [-0.131, -0.274, 0.593], [0.313, -0.309, -0.071], [0.377, 0.447, -0.224], [-1.098, -0.275, -0.729], [0.333, 0.908, 0.591], [0.087, -0.863, -0.017], [-2.827, -1.790, -2.482], [0.281, 0.964, 0.636], [0.632, -0.242, 0.331], [0.531, -0.382, 0.286], [0.086, 0.431, 1.119], [0.467, 0.688, 0.364], [0.047, -0.336, 0.750], [0.091, 0.321, -1.766], [0.455, 0.440, 0.706], [1.639, 0.834, 1.996], [0.241, 0.115, 0.449], [-0.586, 1.165, 0.266], [0.528, -0.120, -0.448], [-0.729, -0.349, 0.645], [0.682, 0.562, -1.579], [-0.429, -0.232, 0.603], [0.016, 0.147, 0.256], [-1.004, -0.921, 0.354], [-0.002, -0.595, 0.115], [0.263, 0.178, -0.100], [-0.227, -0.729, 0.508], [-0.232, 1.228, -0.609], [1.419, 1.435, -2.184], [0.377, 0.254, -0.531], [-0.158, -0.191, 0.198], [-0.091, -0.180, 0.358], [0.764, -0.405, 0.043], [0.217, 0.547, -0.025], [-0.905, 0.086, 0.927], [0.485, -0.470, 0.208], [-0.420, -1.053, 0.930], [0.522, 0.691, 0.722], [0.291, -0.513, 0.295], [-1.898, 0.428, -1.415], [0.114, -0.487, 0.478], [0.581, 1.069, -0.445], [0.566, -0.479, -0.028], [-0.513, 1.064, 1.958], [0.399, -0.973, 0.337], [-1.207, -0.342, -1.213], [0.883, 1.126, 0.313], [-1.102, 0.032, 0.327], [1.538, -0.355, 0.203], [-0.021, 0.082, 0.080], [-0.271, -0.421, 0.025], [1.014, 0.408, -1.930], [-0.121, -1.032, -0.695], [-0.023, -0.129, -2.662], [-2.026, -0.140, 1.251], [1.313, 0.810, 2.250], [-0.536, -0.003, -0.411], [-0.061, -0.355, 0.220], [0.972, -0.362, 0.009], [0.101, 0.097, -0.753], [-0.339, -1.013, -1.429], [-0.355, 0.468, 0.176], [-0.039, 0.242, 0.375], [1.058, 1.650, 2.181], [-0.897, -0.926, 0.271], [0.284, -0.619, -0.252], [0.101, 0.762, -0.299], [0.246, -0.605, 0.108], [-0.200, -0.140, 0.314], [0.130, 0.078, -0.589], [2.711, -0.991, 0.334], [-2.529, 1.563, -1.062], [0.762, 0.219, 0.733], [-0.454, -0.551, 0.129], [-1.904, 0.460, -0.808], [0.847, -1.676, 1.483], [-0.589, 0.584, 0.307], [0.865, -1.168, -1.591], [-0.881, 1.521, 1.213], [1.132, -1.305, -0.402], [-0.030, -0.031, 0.300], [-0.866, 1.369, 1.189], [0.330, -0.790, -1.236], [0.321, -0.291, 0.710], [0.490, 1.171, 0.349], [0.279, -0.175, 0.321], [0.897, -1.360, -1.581], [-1.424, 0.402, 0.096], [-0.028, -0.469, 0.113], [0.067, -0.593, -0.063], [0.299, 0.049, -0.182], [0.251, -1.707, 0.433], [-0.644, 1.650, -1.799], [0.590, -1.860, 0.314], [-1.093, 2.281, -0.953], [0.807, -0.982, 0.728], [-0.368, 0.510, -0.194], [1.750, -1.278, 0.048], [-0.304, -0.239, -0.117], [0.391, 0.009, 0.699], [-1.483, 1.069, 0.224], [0.537, 0.364, -0.077], [0.351, -0.095, -0.091], [-0.065, -0.426, -0.052], [-1.388, 0.900, -0.237], [-0.052, 0.227, 0.070], [-0.048, 0.902, -0.137], [0.070, -0.389, -0.185], [-0.168, 0.499, 0.169], [0.139, -0.157, 0.420], [-0.028, 0.350, 0.243], [-0.226, 0.404, 0.450], [0.484, -0.042, -0.209]],
  "e_homo_ev": [-5.00, -5.26],
  "fmax_ev_per_a": 4.166,
  "e_above_lowest_ev": 2.0322,
  "homo_lumo_gap_ha": [0.2342, 0.2150],
  "e_tot_ha": -8795.20336,
  "spin_multiplicity": 2,
  "total_charge": -1
}